1.
The following is a DFT calculation (wB97M-V/def2-TZVPD) of the ion C5H11N2O with charge -1 in a non-equilibrium geometry.

The geometry in XYZ format:
```
19
Properties=species:S:1:pos:R:3:forces:R:3:mulliken_charge:R:1
N -1.876 -2.059 -2.478 1.11 0.27 -0.43 -0.5413
C -1.591 -0.919 -1.717 -0.68 0.58 0.92 -0.0059
C -0.594 -0.778 -0.841 0.64 -0.10 -0.93 -0.6681
C -0.413 0.246 0.250 -0.69 -0.37 -0.96 -0.3607
C 1.022 0.530 0.599 0.61 1.33 1.50 0.1060
N 1.442 -0.397 1.659 0.43 -1.04 0.24 -0.7995
C 1.232 2.021 1.120 0.35 -0.99 -0.27 -0.7177
O 2.533 2.280 1.266 -0.21 0.12 0.67 -0.8717
H -1.395 -2.868 -2.124 -0.40 -0.28 -0.21 0.2026
H -2.815 -2.171 -2.805 -0.07 -0.19 0.15 0.2138
H -2.349 -0.141 -1.810 -0.05 -0.06 0.17 0.3159
H 0.262 -1.450 -0.959 -0.34 -0.39 0.42 0.2777
H -0.921 1.189 -0.002 -0.07 -0.16 0.07 0.3222
H -0.936 -0.223 1.094 0.18 0.47 0.28 0.1670
H 1.754 0.417 -0.201 -0.33 -0.08 -0.38 0.4318
H 0.979 -0.176 2.530 -0.57 0.26 0.02 0.2795
H 2.416 -0.276 1.936 -0.04 0.43 -0.71 0.2911
H 0.728 2.741 0.452 -0.40 0.09 -0.67 0.2102
H 0.521 2.033 2.029 0.52 0.09 0.12 0.1470
```
Positions in Å, forces in eV/Å.

**SMILES**: N/C=C/C[C@H](N)C[O-]
**Total charge**: -1

2.
The following is a DFT calculation (wB97M-V/def2-TZVPD) of a cluster of 2 separate species, C5H11N2O in total in a non-equilibrium geometry.

The geometry in XYZ format:
```
19
Properties=species:S:1:pos:R:3:forces:R:3:mulliken_charge:R:1
C 1.808 -1.562 1.181 -0.48 -1.15 0.68 -0.3812
O 1.830 -2.651 1.941 0.62 0.39 -0.12 -0.8021
C 0.432 -0.860 1.324 -0.60 -0.22 -1.12 -0.5446
C 0.249 0.314 0.426 -0.80 0.61 1.17 0.2410
C -1.126 0.976 0.338 -1.43 -0.04 0.17 -0.4656
N -1.613 0.487 -2.433 0.19 0.08 1.01 -0.7544
C -1.529 1.709 -1.821 1.64 0.35 -0.01 0.1936
N -1.391 2.094 -0.581 1.04 -0.89 -0.62 -0.7447
H 1.889 -1.852 0.087 -0.24 0.40 -0.52 0.1280
H 2.582 -0.786 1.323 0.48 0.17 0.29 0.2101
H -0.281 -1.647 1.036 -0.22 0.28 0.16 0.2488
H 0.217 -0.674 2.376 0.39 0.42 0.03 0.3394
H 0.233 -0.252 -0.676 0.54 -0.76 -1.87 -0.9255
H 1.106 0.966 0.317 0.07 0.27 0.01 0.4113
H -1.925 0.220 0.213 0.46 -0.22 -0.17 0.3995
H -1.318 1.342 1.362 0.36 -0.13 0.01 0.3206
H -0.624 0.247 -2.485 0.02 -0.55 -0.70 0.0903
H 0.709 -0.578 -1.388 -0.78 0.34 1.46 0.6693
H -1.248 2.506 -2.542 -1.27 0.65 0.15 0.3661
```
Positions in Å, forces in eV/Å.

**Total charge**: -1

3.
The following is a DFT calculation (wB97M-V/def2-TZVPD) of the ion C5H11N2O with charge -2 in a non-equilibrium geometry.

The geometry in XYZ format:
```
19
Properties=species:S:1:pos:R:3:forces:R:3:mulliken_charge:R:1
C -2.793 0.649 -0.293 0.30 0.49 -0.03 -0.5540
O -3.606 0.088 -1.205 -0.03 0.25 0.33 -0.9109
C -1.514 -0.200 -0.021 -0.79 0.10 0.37 -0.3819
C -0.401 0.469 0.831 0.59 0.48 -0.54 -0.5679
C 0.932 -0.143 0.418 -0.03 0.56 -0.86 -0.8521
C 1.906 0.550 -0.228 -0.03 -0.09 1.50 -0.9062
N 3.024 -0.125 -0.722 1.27 -1.22 -0.50 -1.6934
N 1.023 -1.531 0.503 -0.06 0.93 0.89 -1.2570
H -3.251 0.904 0.697 -0.32 -0.45 0.41 0.1686
H -2.414 1.709 -0.522 0.09 -0.48 -0.48 0.1401
H -1.226 -0.522 -1.033 0.62 0.46 0.31 0.2131
H -1.832 -1.147 0.438 -0.15 0.10 0.21 0.2831
H -0.549 0.558 1.919 -0.25 -1.16 -0.05 0.4211
H -0.376 1.553 0.649 0.20 -0.16 -0.82 0.2605
H 1.978 1.619 -0.068 -0.51 0.23 -0.35 0.3281
H 3.870 -0.320 -0.188 -0.23 0.35 0.41 1.2295
H 3.253 -0.241 -1.701 -0.55 0.41 -0.16 1.3145
H 1.841 -1.879 0.026 -0.21 -0.33 -0.28 0.4879
H 0.133 -1.990 0.500 0.10 -0.46 -0.34 0.2771
```
Positions in Å, forces in eV/Å.

**Multiplicity**: 2
**Total charge**: -2

4.
The following is a DFT calculation (wB97M-V/def2-TZVPD) of the ion C5H11N2O with charge -2 in a non-equilibrium geometry.

The geometry in XYZ format:
```
19
Properties=species:S:1:pos:R:3:forces:R:3:mulliken_charge:R:1
C 0.100 -1.633 0.868 -0.13 0.57 1.59 -0.1758
O 1.025 -2.633 0.810 -0.31 1.24 0.09 -0.9308
C 0.624 -0.034 1.262 0.46 -1.83 -1.46 0.0841
C 0.612 0.872 -0.073 1.38 -3.01 -0.38 -1.0872
C -0.709 1.265 -0.513 -3.14 -0.83 -0.92 -1.7892
C -1.148 1.097 -1.794 -1.31 1.02 1.92 -0.4184
N -2.461 1.416 -2.313 0.75 0.92 -1.25 -1.6696
N 1.936 -0.370 1.762 2.14 0.16 0.65 -0.8493
H -0.619 -1.779 1.732 -0.23 -0.19 -0.90 0.1381
H -0.349 -1.370 -0.078 -0.89 -0.49 -0.50 0.2149
H 0.108 0.589 2.042 -0.24 -0.89 -0.62 0.2459
H 1.141 0.396 -1.030 -0.67 0.55 2.21 0.1828
H 1.104 1.770 0.134 1.44 1.53 0.48 0.5646
H -1.460 1.446 0.312 0.85 0.45 -1.14 0.0291
H -0.498 0.581 -2.481 0.22 0.29 -0.33 0.6002
H -3.156 1.747 -1.666 -0.08 -0.43 1.35 0.9877
H -2.462 2.337 -2.866 0.65 -1.11 -0.13 1.3169
H 2.542 0.026 1.081 1.13 0.60 -0.30 0.2093
H 2.249 -1.408 1.708 -2.02 1.45 -0.34 0.3467
```
Positions in Å, forces in eV/Å.

**Multiplicity**: 2
**Total charge**: -2

5.
The following is a DFT calculation (wB97M-V/def2-TZVPD) of a cluster of 2 separate species, C5H11N2O in total in a non-equilibrium geometry.

The geometry in XYZ format:
```
19
Properties=species:S:1:pos:R:3:forces:R:3:mulliken_charge:R:1
C -2.721 0.844 0.380 1.75 -2.70 0.12 -0.6047
C -2.214 -0.410 0.285 2.09 1.99 0.04 -0.4644
C -0.703 -0.704 0.081 -1.92 3.61 0.53 0.4671
C 1.181 1.432 -0.852 -1.49 -1.27 0.35 -1.4218
C 1.193 0.249 0.095 0.34 -1.00 0.29 0.7954
N -0.391 -1.877 -0.161 -2.30 -5.47 0.32 -0.1817
N 2.088 -0.790 -0.107 1.71 -1.42 -1.13 -0.6795
O 1.253 0.600 1.378 1.49 -1.46 0.55 -0.4833
H -3.757 1.007 0.337 -1.12 0.32 0.29 0.2942
H -2.033 1.599 0.632 0.48 1.39 -0.47 0.2003
H -2.862 -1.226 0.430 -0.68 -1.29 -0.54 0.2944
H 0.978 1.124 -1.836 -0.33 -0.31 -1.37 0.3908
H 0.586 2.307 -0.615 -0.70 -0.45 0.48 0.3586
H 2.136 1.793 -0.801 2.81 0.87 -0.07 0.4959
H 0.564 -2.101 -0.230 1.85 -0.27 -0.41 0.2833
H -1.015 -2.788 -0.083 1.14 2.61 -0.33 0.3090
H 2.605 -1.348 0.699 -1.78 2.15 -2.06 0.2973
H 2.560 -0.896 -1.064 -1.09 0.35 2.13 0.2633
H 0.552 1.183 1.434 -2.24 2.35 1.28 0.3858
```
Positions in Å, forces in eV/Å.

**Total charge**: +1

6.
The following is a DFT calculation (wB97M-V/def2-TZVPD) of the ion C5H11N2O with charge +1 in a non-equilibrium geometry.

The geometry in XYZ format:
```
19
Properties=species:S:1:pos:R:3:forces:R:3:mulliken_charge:R:1
C 0.308 -0.974 0.866 2.03 -0.01 1.05 0.5299
C -0.884 0.731 -0.842 -2.44 3.01 1.11 -0.5803
C 0.607 1.026 -0.401 -3.13 1.22 1.37 -0.4361
C -2.445 -1.029 -1.474 2.35 0.31 -2.71 -0.8355
C 2.182 0.537 1.422 -3.25 1.94 0.99 -1.0065
N -1.293 -0.224 -1.752 1.83 -1.06 -0.11 -0.3343
N 1.007 0.079 0.599 -0.22 -1.72 1.17 0.0429
O 0.580 -1.862 1.755 -0.31 -0.24 -0.11 -0.4144
H -1.586 0.586 0.119 1.59 1.05 -1.36 0.4015
H -1.180 1.713 -1.486 0.51 -1.38 1.80 0.2782
H 1.198 1.067 -1.240 1.76 -0.34 -1.86 0.3193
H 0.723 2.030 0.137 -0.82 -1.13 -1.13 0.3554
H -2.818 -1.177 -2.466 -1.26 0.19 -0.64 0.3575
H -1.993 -1.996 -1.422 -0.12 -1.17 1.24 0.3448
H -3.137 -0.664 -0.794 -1.20 0.29 1.63 0.4048
H 2.990 0.254 0.902 3.24 -0.45 -1.97 0.4224
H 2.334 0.267 2.462 -0.91 -0.71 0.10 0.4415
H 1.937 1.613 1.415 1.21 -0.35 0.24 0.3154
H 1.470 -1.978 2.199 -0.85 0.53 -0.84 0.3934
```
Positions in Å, forces in eV/Å.

**Total charge**: +1

Let's list relative energy (zero: lowest compared OMol25 entry of this formula, charge and spin) in order: 17.7, 152.5, 7.2, 35.6, 95.0, 179.3 kcal/mol.
Let's list energy in order: -381.8170, -381.6022, -381.6738, -381.6285, -381.5126, -381.3782 hartree.